Computed, not measured: 3 unconnected molecules or ions with the total composition C4H13NO2 at a distorted geometry, with wB97M-V/def2-TZVPD.

Properties
Spin multiplicity: 2
Expectation value of S²: 0.750
Energy relative to the best compared isomer or geometry (same formula, charge and spin) in eV: 0.4220
Net charge: -1
HOMO energy (spin up / spin down) in hartree: 0.0422 / -0.1680

CARTESIAN COORDINATES (ANGSTROEM)
C  0.999  -0.311  2.038
C  -0.202  -0.251  1.078
C  -0.193  -0.853  -0.100
N  0.895  -1.488  -0.755
C  -1.427  0.519  1.536
H  1.971  -0.304  1.537
H  1.007  0.461  2.788
H  0.833  -1.284  2.547
H  -1.082  -0.803  -0.712
H  0.631  -2.136  -1.487
H  1.499  -1.960  -0.091
H  -1.110  1.210  2.365
H  -1.797  1.142  0.709
H  -2.262  -0.089  1.864
H  -0.504  1.162  -2.675
H  -2.045  1.150  -2.627
O  -1.262  1.006  -2.078
H  1.648  0.309  -2.370
H  0.991  1.288  -1.346
O  1.410  1.231  -2.221



Computed, not measured: 3 unconnected molecules or ions with the total composition C4H13NO2 at a distorted geometry, with wB97M-V/def2-TZVPD.

Properties
Energy relative to the best compared isomer or geometry (same formula, charge and spin) in eV: 1.3609
SMILES: C1CCNC1.O.O
HOMO energy in hartree: -0.3378

CARTESIAN COORDINATES (ANGSTROEM)
C  -0.215  0.991  -1.449
C  -0.111  2.208  -0.510
C  0.270  1.586  0.781
N  0.996  0.306  0.593
C  0.720  -0.084  -0.864
H  0.188  1.234  -2.435
H  -1.230  0.614  -1.643
H  0.485  3.069  -0.807
H  -1.147  2.510  -0.548
H  0.940  2.186  1.385
H  -0.592  1.289  1.445
H  1.965  0.471  0.822
H  1.657  -0.218  -1.568
H  0.294  -1.096  -0.744
O  -0.787  -3.588  -0.407
H  -0.149  -3.385  0.287
H  -0.673  -2.823  -0.981
O  -1.020  -1.519  2.526
H  -0.689  -1.275  1.647
H  -0.904  -2.475  2.470



Computed, not measured: 2 unconnected molecules or ions with the total composition C4H13NO2 at a distorted geometry, with wB97M-V/def2-TZVPD.

Properties
Energy relative to the best compared isomer or geometry (same formula, charge and spin) in eV: 1.3025
SMILES: CNC[C@H](C)O.O
HOMO energy in hartree: -0.3285

CARTESIAN COORDINATES (ANGSTROEM)
C  1.159  0.445  2.357
N  0.627  -0.214  1.127
C  0.252  0.875  0.199
C  -0.857  0.409  -0.744
C  -0.902  1.227  -2.043
O  -2.030  0.591  0.091
H  1.667  -0.313  2.976
H  0.287  0.748  2.934
H  1.940  1.203  2.260
H  1.434  -0.689  0.738
H  -0.045  1.755  0.767
H  1.153  1.170  -0.372
H  -0.680  -0.662  -0.930
H  -0.929  0.642  -2.967
H  -1.780  1.863  -1.928
H  -0.089  1.948  -2.152
H  -2.185  -0.264  0.489
O  0.474  -3.174  -0.839
H  0.207  -3.593  -1.679
H  0.297  -3.967  -0.284



Computed, not measured: 2 unconnected molecules or ions with the total composition C4H13NO2 at a distorted geometry, with wB97M-V/def2-TZVPD.

Properties
Energy relative to the best compared isomer or geometry (same formula, charge and spin) in eV: 0.8517
SMILES: C[C@H](N)CCO.O
HOMO energy in hartree: -0.3339

CARTESIAN COORDINATES (ANGSTROEM)
C  0.367  -1.106  -1.399
C  0.234  0.051  -0.401
N  -0.733  1.020  -0.834
C  1.541  0.756  -0.073
C  1.397  1.863  0.962
O  0.529  1.539  2.041
H  1.076  -1.854  -1.043
H  0.715  -0.825  -2.402
H  -0.674  -1.406  -1.565
H  -0.069  -0.450  0.527
H  -0.364  1.774  -1.389
H  -1.438  0.548  -1.388
H  2.252  -0.007  0.208
H  1.923  1.169  -1.005
H  2.359  2.127  1.388
H  0.992  2.743  0.495
H  0.829  0.729  2.462
O  -3.886  -2.593  1.010
H  -4.053  -3.259  1.689
H  -2.996  -2.817  0.716



Computed, not measured: 2 unconnected molecules or ions with the total composition C4H13NO2 at a distorted geometry, with wB97M-V/def2-TZVPD.

Properties
Energy relative to the best compared isomer or geometry (same formula, charge and spin) in eV: 2.8832
SMILES: CC(C)NCO.O
HOMO energy in hartree: -0.3194

CARTESIAN COORDINATES (ANGSTROEM)
C  -0.288  -0.934  -1.607
C  -1.166  -0.011  -0.629
C  -1.663  1.091  -1.709
N  -0.452  0.535  0.472
C  0.744  1.269  0.305
O  1.887  0.348  0.742
H  0.061  -1.871  -1.264
H  -1.009  -1.480  -2.257
H  0.671  -0.326  -1.926
H  -2.015  -0.490  -0.318
H  -2.434  1.570  -1.311
H  -1.058  2.063  -1.720
H  -1.861  0.681  -2.720
H  -0.306  -0.206  1.177
H  1.204  1.565  -0.667
H  0.653  2.163  1.126
H  2.726  0.802  0.699
O  0.463  -1.995  2.218
H  0.963  -1.301  2.550
H  1.004  -2.234  1.487



Computed, not measured: 3 unconnected molecules or ions with the total composition C4H13NO2 at a distorted geometry, with wB97M-V/def2-TZVPD.

Properties
Energy relative to the best compared isomer or geometry (same formula, charge and spin) in eV: 1.0924
SMILES: C1CCNC1.O.O
HOMO energy in hartree: -0.3026

CARTESIAN COORDINATES (ANGSTROEM)
C  -0.684  0.453  1.299
C  -0.664  -0.935  0.612
C  0.720  -1.433  0.829
N  1.541  -0.186  1.045
C  0.658  1.009  0.949
H  -1.571  0.960  0.911
H  -0.885  0.347  2.373
H  -1.603  -1.396  0.902
H  -0.770  -0.822  -0.461
H  1.085  -1.967  -0.058
H  0.950  -2.050  1.688
H  2.409  -0.095  0.524
H  0.851  1.834  1.650
H  0.622  1.455  -0.056
O  2.159  0.191  -2.487
H  2.175  -0.743  -2.264
H  2.155  0.329  -3.439
O  -3.356  0.765  -1.019
H  -2.924  -0.070  -1.263
H  -3.789  1.109  -1.806



Sequential calculated total energy output: -365.37556; -365.39248; -365.39462; -365.41119; -365.33653; -365.40234 Ha